1.
{
  "formula": "C3H8NOS",
  "method": "ωB97M-V/def2-TZVPD",
  "e_homo_ev": [-13.640, -13.031],
  "lumo_ev": [-4.44, -5.68],
  "relative_energy_kcal_mol": 108.8,
  "homo_lumo_gap_ev": [9.2, 7.3],
  "total_charge": 1,
  "energy_ev": -17601.7138,
  "elements": ["C", "C", "C", "N", "O", "S", "H", "H", "H", "H", "H", "H", "H", "H"],
  "positions_angstrom": [[0.011, -1.237, -0.476], [-0.145, 1.239, -0.732], [0.762, -0.020, 1.447], [-0.122, 0.058, 0.249], [-1.590, -0.554, -1.830], [-0.723, 0.540, -2.332], [0.697, -1.469, -1.306], [-0.526, -2.075, 0.068], [-0.776, 2.028, -0.309], [0.774, 1.686, -0.707], [1.751, -0.460, 1.061], [0.793, 0.946, 1.846], [0.137, -0.639, 2.256], [-1.043, -0.043, 0.766]],
  "forces_ev_per_angstrom": [[-1.23, -2.11, 1.35], [-2.09, -0.84, 1.33], [0.32, -2.20, 0.45], [-2.12, -1.85, -0.62], [-0.55, -0.78, 0.55], [0.69, 1.85, -0.69], [-0.30, 0.76, 0.78], [1.02, 1.15, -0.85], [-0.49, -0.48, -0.13], [2.77, 0.76, -0.62], [-1.41, 0.75, 1.37], [0.71, 1.58, 0.66], [1.97, 0.84, -1.89], [0.70, 0.57, -1.68]]
}

***

2.
{
  "formula": "C5H11FeO3",
  "method": "ωB97M-V/def2-TZVPD",
  "s2": 12.0380,
  "e_homo_ev": [-11.729, -13.081],
  "lumo_ev": [-3.46, -5.91],
  "multiplicity": 7,
  "relative_energy_kcal_mol": 14.3,
  "homo_lumo_gap_ev": [8.3, 7.2],
  "total_charge": 1,
  "energy_ev": -45879.0878,
  "elements": ["C", "O", "C", "C", "O", "C", "H", "H", "H", "H", "H", "H", "H", "H", "H", "Fe", "O", "C", "H", "H"],
  "positions_angstrom": [[1.535, 0.587, 0.954], [0.491, 1.161, 0.139], [-0.060, 0.378, -0.897], [-0.746, -0.874, -0.384], [-1.658, -0.481, 0.633], [-3.027, -0.755, 0.394], [1.992, 1.385, 1.559], [1.579, -0.504, 1.124], [0.686, 0.087, -1.650], [-0.797, 1.043, -1.368], [-0.048, -1.581, 0.084], [-1.205, -1.408, -1.228], [-3.364, -0.220, -0.504], [-3.149, -1.841, 0.278], [-3.608, -0.428, 1.263], [-0.813, 0.809, 1.993], [2.988, 1.694, -1.274], [2.858, 0.707, -0.452], [3.716, 0.532, 0.244], [2.631, -0.289, -0.906]],
  "forces_ev_per_angstrom": [[1.41, 1.70, -3.54], [-0.14, -0.56, 2.65], [-0.44, -0.60, -1.16], [0.91, -0.31, -0.47], [0.32, 0.30, 0.49], [-1.17, -0.47, -0.20], [-0.68, -0.80, 0.25], [-0.22, 0.85, 0.21], [-0.04, 0.34, 0.26], [0.24, -0.22, 0.05], [-0.05, 0.13, -0.21], [-0.25, 0.26, 0.39], [0.05, -0.19, 0.24], [-0.07, 0.35, -0.04], [0.22, -0.01, -0.20], [-0.49, 0.39, 0.19], [-1.23, -0.86, 1.64], [2.43, -1.27, -0.49], [-0.36, 0.49, -0.02], [-0.44, 0.48, -0.03]]
}

***

3.
{
  "formula": "C34H32GeN4ReS",
  "method": "ωB97M-V/def2-TZVPD",
  "s2": 2.0262,
  "e_homo_ev": [-16.802, -16.784],
  "lumo_ev": [-10.41, -10.55],
  "multiplicity": 3,
  "relative_energy_kcal_mol": 0.0,
  "homo_lumo_gap_ev": [6.4, 6.2],
  "total_charge": 3,
  "energy_ev": -111191.6568,
  "elements": ["Re", "C", "C", "C", "C", "C", "C", "N", "N", "C", "C", "C", "C", "C", "C", "H", "H", "H", "H", "H", "H", "H", "H", "H", "C", "C", "C", "C", "C", "C", "Ge", "C", "C", "C", "C", "C", "C", "C", "C", "C", "C", "C", "C", "H", "H", "H", "H", "H", "H", "H", "H", "H", "H", "H", "H", "H", "H", "H", "C", "N", "C", "C", "N", "C", "S", "H", "H", "H", "H", "H", "H", "H", "H"],
  "positions_angstrom": [[0.290, -0.307, 0.132], [-1.643, -5.293, -0.904], [-0.918, -4.715, 0.129], [-0.864, -3.334, 0.244], [-1.544, -2.555, -0.690], [-2.280, -3.122, -1.725], [-2.323, -4.502, -1.822], [-1.478, -1.137, -0.546], [-2.475, -0.450, -0.853], [-2.231, 0.905, -0.675], [-3.208, 1.841, -0.990], [-2.912, 3.184, -0.805], [-1.669, 3.564, -0.311], [-0.698, 2.620, 0.017], [-0.965, 1.268, -0.165], [-1.692, -6.371, -0.987], [-0.421, -5.341, 0.858], [-0.338, -2.875, 1.077], [-2.815, -2.493, -2.423], [-2.897, -4.966, -2.613], [-4.163, 1.518, -1.384], [-3.648, 3.937, -1.052], [-1.452, 4.615, -0.172], [0.255, 2.953, 0.413], [3.859, 4.934, -1.668], [3.660, 4.044, -2.718], [3.336, 2.726, -2.448], [3.208, 2.300, -1.118], [3.415, 3.201, -0.065], [3.735, 4.514, -0.343], [2.752, 0.494, -0.866], [1.860, -0.543, -2.208], [0.606, 0.008, -2.544], [-0.248, -0.690, -3.407], [0.139, -1.916, -3.908], [1.382, -2.467, -3.561], [2.232, -1.800, -2.703], [2.687, -0.525, 0.775], [2.412, -1.916, 0.691], [2.602, -2.740, 1.782], [3.083, -2.205, 2.976], [3.359, -0.842, 3.086], [3.161, -0.012, 2.003], [4.123, 5.961, -1.880], [3.769, 4.375, -3.741], [3.196, 2.030, -3.268], [3.334, 2.885, 0.969], [3.903, 5.216, 0.463], [0.382, 1.057, -2.320], [-1.190, -0.243, -3.707], [-0.506, -2.446, -4.596], [1.688, -3.414, -3.986], [3.196, -2.232, -2.465], [2.096, -2.360, -0.247], [2.404, -3.799, 1.698], [3.252, -2.855, 3.826], [3.739, -0.440, 4.015], [3.384, 1.043, 2.101], [-1.756, 2.308, 3.527], [-2.403, 1.083, 3.080], [-3.871, 0.940, 3.137], [-4.103, -0.513, 2.681], [-2.746, -0.925, 2.282], [-1.850, 0.004, 2.588], [-0.108, -0.223, 2.416], [-2.266, 3.160, 3.080], [-0.714, 2.303, 3.218], [-1.816, 2.382, 4.612], [-4.323, 1.673, 2.469], [-4.219, 1.129, 4.151], [-4.787, -0.585, 1.839], [-4.465, -1.148, 3.488], [-2.489, -1.875, 2.066]],
  "forces_ev_per_angstrom": [[-0.07, -0.07, -0.13], [0.02, -0.11, 0.04], [0.01, 0.00, 0.01], [0.04, -0.03, -0.11], [-0.10, 0.03, -0.03], [0.01, -0.11, 0.06], [-0.05, 0.07, -0.06], [0.26, 0.07, 0.18], [-0.08, 0.05, -0.12], [0.05, -0.10, 0.06], [0.01, 0.12, 0.01], [-0.12, -0.04, -0.05], [0.05, 0.09, 0.02], [0.04, -0.03, 0.02], [0.08, 0.06, -0.06], [0.01, 0.00, 0.00], [0.01, -0.01, 0.00], [-0.03, -0.01, 0.01], [0.01, 0.03, -0.01], [0.00, 0.00, 0.00], [0.00, -0.01, 0.00], [0.00, 0.00, 0.01], [0.00, 0.00, 0.00], [0.00, -0.01, -0.01], [-0.02, -0.07, 0.01], [0.02, 0.05, 0.07], [-0.03, -0.07, -0.10], [0.03, -0.09, -0.03], [0.02, -0.03, 0.17], [0.02, 0.03, -0.10], [-0.14, 0.16, 0.14], [-0.09, 0.03, 0.28], [-0.01, 0.41, -0.15], [-0.07, -0.17, -0.11], [0.03, 0.08, 0.09], [-0.12, 0.04, -0.05], [-0.01, -0.09, -0.06], [0.13, 0.07, -0.02], [0.10, 0.06, -0.05], [0.05, 0.00, 0.23], [-0.03, -0.02, -0.11], [-0.02, -0.07, -0.02], [-0.03, 0.15, 0.05], [0.00, 0.00, 0.00], [0.00, 0.00, 0.00], [-0.01, 0.02, -0.01], [0.00, 0.02, -0.04], [0.00, 0.00, 0.01], [0.07, -0.32, -0.02], [0.03, -0.02, 0.00], [0.00, -0.02, -0.02], [-0.02, -0.01, 0.00], [0.00, 0.02, 0.04], [-0.02, -0.05, -0.10], [0.00, -0.03, 0.02], [0.00, -0.01, 0.00], [0.00, 0.00, 0.01], [0.00, -0.03, 0.00], [0.00, -0.04, -0.04], [0.01, 0.08, 0.03], [0.00, -0.01, 0.01], [-0.02, -0.01, 0.00], [0.03, 0.01, -0.01], [0.05, -0.05, 0.05], [-0.06, -0.06, -0.04], [0.01, 0.01, -0.01], [-0.02, 0.01, 0.02], [-0.01, 0.01, 0.01], [-0.01, 0.00, 0.00], [-0.01, 0.00, 0.00], [0.00, 0.01, 0.01], [0.00, -0.01, 0.00], [-0.02, 0.00, 0.01]]
}